No. 1
ORCA calculation (wB97M-V/def2-TZVPD) on a structure of composition C14H30BNO4P2Sr at a distorted geometry.

Structure (XYZ):
```
53
Properties=species:S:1:pos:R:3:forces:R:3
Sr 0.535 -0.124 -0.210 0.232 0.340 1.043
H 0.704 -0.022 -4.457 0.162 -0.197 0.709
H -0.566 -0.785 -2.318 -1.001 0.314 -1.289
P -0.319 -2.689 -1.485 0.319 0.170 -0.040
P -0.632 2.519 -1.279 0.064 1.144 0.223
C 1.014 3.207 -0.846 0.197 0.063 0.000
H 0.932 4.301 -0.897 0.190 -0.242 0.085
H 1.339 2.919 0.167 -0.135 0.042 -0.284
H 1.770 2.877 -1.575 -0.131 0.105 0.197
C -0.972 3.442 -2.822 0.066 0.183 -0.370
H -2.047 3.648 -2.917 0.289 -0.135 -0.004
H -0.430 4.398 -2.805 -0.216 -0.214 -0.106
H -0.645 2.867 -3.700 -0.069 0.266 0.085
C -1.699 3.435 -0.120 -0.210 -0.050 0.273
H -1.655 2.983 0.879 -0.014 0.134 -0.210
H -1.375 4.484 -0.056 -0.110 -0.289 -0.048
H -2.739 3.398 -0.472 0.237 -0.013 0.139
C 0.408 -3.501 -2.942 0.213 -0.481 -0.097
H 0.224 -4.583 -2.884 0.087 0.179 -0.174
H -0.030 -3.106 -3.869 0.108 -0.184 0.283
H 1.493 -3.326 -2.958 -0.332 -0.012 -0.023
C 0.615 -3.426 -0.095 0.060 -0.194 0.158
H 0.452 -2.898 0.862 0.013 -0.196 -0.324
H 0.246 -4.455 0.006 0.261 0.169 0.160
H 1.690 -3.453 -0.327 -0.329 0.029 0.097
C -1.933 -3.515 -1.366 -0.353 -0.180 0.093
H -2.449 -3.503 -2.337 0.126 0.002 0.290
H -1.768 -4.557 -1.057 -0.208 0.181 -0.172
H -2.562 -3.013 -0.619 0.148 -0.182 -0.198
C -2.098 0.032 -0.076 -1.153 -0.128 0.207
O -3.246 0.146 -0.064 1.144 -0.084 -0.062
H -2.136 -0.383 -2.808 0.309 0.038 -0.415
H -1.040 0.854 -2.656 -0.219 -0.819 -0.124
H -1.419 0.521 -5.187 0.628 0.051 -0.154
H -0.973 -1.443 -4.917 0.597 0.390 -0.038
B -0.802 -0.304 -4.580 -2.090 -0.415 0.878
N -1.158 -0.132 -3.005 1.498 0.223 -0.332
H 0.557 0.040 -5.209 -0.484 0.083 -0.217
O 2.948 1.768 3.742 -0.372 -0.214 -0.690
C 2.241 0.955 4.541 -0.252 -0.230 0.098
C 2.506 0.981 5.918 -0.175 -0.156 -0.065
C 1.791 0.150 6.770 -0.028 0.013 -0.322
C 0.810 -0.720 6.269 -0.196 -0.122 -0.325
C 0.545 -0.754 4.899 -0.028 -0.166 0.728
C 1.245 0.075 4.027 0.573 0.568 0.077
C 0.971 0.029 2.585 -0.254 -0.357 -0.538
O 0.140 -0.813 2.105 0.716 0.595 0.123
O 1.607 0.846 1.789 -0.482 -0.535 0.151
H 2.591 1.590 2.812 0.426 0.271 0.799
H 3.274 1.661 6.284 -0.200 -0.176 -0.081
H 1.999 0.177 7.838 -0.062 -0.025 -0.215
H 0.252 -1.372 6.942 0.201 0.217 -0.171
H -0.207 -1.426 4.481 0.237 0.224 0.191
```
Positions in Å, forces in eV/Å.

As for the spin multiplicity: 2. Its lowest unoccupied orbital energy (spin up / spin down) is -3.55 / -3.54 eV. For the energy above the lowest of the compared OMol25 structures with the same formula, charge and spin, the calculation gives 0.0 kcal/mol. Its highest occupied orbital energy (spin up / spin down) is -7.350 / -10.108 eV. The net charge is +1. Its HOMO-LUMO gap (spin up / spin down) is 3.796 / 6.565 eV. As for the expectation value of S²: 0.752.

***

No. 2
ORCA calculation (wB97M-V/def2-TZVPD) on a structure of composition C14H30F3LiO9P2S at a distorted geometry.

Structure (XYZ):
```
60
Properties=species:S:1:pos:R:3:forces:R:3
Li -1.687 1.223 -1.602 -0.222 0.512 -0.147
C 0.764 -1.797 -3.411 0.033 0.172 0.178
C 1.823 -0.724 -3.235 -0.018 -0.206 -0.393
C 3.168 -1.111 -3.816 -0.050 0.087 0.194
O 2.049 -0.482 -1.810 -0.186 0.187 0.243
P 1.042 0.420 -0.979 0.871 -0.143 0.022
O 0.139 1.250 -1.784 0.244 -0.209 -0.229
C 0.151 -0.735 0.109 -0.199 0.718 -0.142
P -1.006 0.284 1.062 0.183 -0.423 0.994
O -1.728 1.241 0.218 -0.076 0.020 0.604
O -2.006 -0.707 1.791 0.105 0.155 -0.183
C -1.533 -1.775 2.645 0.014 -0.281 0.207
C -2.271 -1.678 3.968 0.065 0.151 -0.133
C -1.786 -3.101 1.949 0.003 0.204 -0.062
O -0.077 0.904 2.197 -0.406 -0.082 -0.217
C -0.378 2.170 2.885 0.060 0.270 0.177
C -1.816 2.263 3.375 0.157 -0.270 -0.169
C 0.010 3.343 2.002 0.020 -0.235 -0.082
O 1.927 1.338 -0.054 0.070 -0.266 -0.099
C 3.228 1.122 0.549 0.269 -0.072 0.130
C 3.327 -0.226 1.247 -0.221 0.147 -0.113
C 4.338 1.327 -0.468 -0.245 0.067 -0.030
H 0.672 -2.062 -4.464 -0.011 0.016 -0.009
H -0.207 -1.425 -3.078 -0.024 -0.075 -0.034
H 1.029 -2.693 -2.845 0.011 -0.016 -0.023
H 1.462 0.206 -3.678 0.056 0.033 0.059
H 3.546 -2.005 -3.316 0.005 -0.026 -0.053
H 3.891 -0.306 -3.681 0.002 -0.009 -0.021
H 3.069 -1.315 -4.881 -0.010 -0.008 0.002
H 0.824 -1.341 0.709 0.030 0.024 0.079
H -0.464 -1.380 -0.525 0.054 -0.029 -0.054
H -0.461 -1.641 2.826 -0.014 0.029 -0.036
H -3.346 -1.724 3.794 -0.002 -0.037 0.025
H -2.040 -0.738 4.466 -0.012 -0.033 0.024
H -1.974 -2.499 4.620 -0.026 -0.014 0.008
H -2.854 -3.216 1.762 0.005 -0.042 0.007
H -1.439 -3.924 2.574 -0.014 -0.015 0.001
H -1.266 -3.149 0.991 0.002 -0.033 0.011
H 0.288 2.126 3.748 0.020 -0.029 -0.027
H -2.508 2.270 2.535 -0.076 0.022 -0.035
H -1.944 3.189 3.935 0.048 0.015 -0.005
H -2.064 1.429 4.031 -0.017 0.020 -0.004
H -0.636 3.378 1.126 0.004 0.057 -0.020
H 1.042 3.245 1.667 -0.006 0.011 -0.013
H -0.091 4.275 2.558 -0.025 -0.013 0.035
H 3.280 1.914 1.297 -0.042 -0.006 -0.003
H 3.251 -1.031 0.513 0.049 -0.059 0.042
H 2.537 -0.329 1.992 0.027 -0.024 0.011
H 4.291 -0.304 1.748 0.010 -0.008 -0.005
H 4.347 0.512 -1.189 0.043 -0.029 -0.035
H 5.300 1.361 0.044 -0.003 -0.020 0.010
H 4.195 2.267 -1.001 0.015 -0.011 0.014
F -2.756 -1.438 -2.674 -0.232 0.006 -0.060
C -3.826 -0.808 -3.237 0.032 0.137 0.117
F -3.923 -1.228 -4.499 0.100 0.085 0.070
F -4.917 -1.213 -2.580 0.103 0.044 -0.088
S -3.570 1.032 -3.083 -0.562 -0.604 -0.418
O -4.524 1.643 -3.950 -0.069 -0.032 -0.101
O -2.162 1.154 -3.440 0.133 0.063 -0.407
O -3.733 1.216 -1.654 -0.077 0.105 0.188
```
Positions in Å, forces in eV/Å.

Its lowest unoccupied orbital energy is 0.23 eV. For the energy above the lowest of the compared OMol25 structures with the same formula, charge and spin, the calculation gives 10.9 kcal/mol. Its highest occupied orbital energy is -9.619 eV. Its HOMO-LUMO gap is 9.852 eV.

***

No. 3
ORCA calculation (wB97M-V/def2-TZVPD) on the molecule C14H30INO3 at a distorted geometry.

Structure (XYZ):
```
49
Properties=species:S:1:pos:R:3:forces:R:3
C 4.269 2.733 0.888 -1.144 -0.222 0.342
O 5.183 1.673 0.688 -0.128 0.370 -0.254
C 4.609 0.637 -0.102 0.448 -0.781 -0.034
C 3.688 -0.313 0.714 0.192 -0.361 0.202
C 3.181 -1.549 -0.105 0.761 0.573 -0.374
C 2.341 -1.236 -1.390 0.370 -0.414 0.504
C 0.798 -1.042 -1.212 -0.237 0.189 -0.238
N 0.290 0.272 -1.675 0.893 -0.777 -0.285
I 1.172 1.892 -0.810 -0.568 0.117 -0.039
C 0.220 -1.496 0.160 0.180 -0.656 -0.709
O 0.587 -0.694 1.256 0.080 -1.042 -0.089
C 0.680 -1.531 2.413 -0.157 -0.055 0.881
O -1.207 -1.610 0.033 0.452 0.639 0.494
C -1.884 -0.497 0.610 -1.568 0.288 -0.136
C -3.393 -0.430 0.142 0.694 0.048 -0.593
C -3.657 -1.245 -1.161 -1.022 0.291 0.638
C -3.738 1.099 -0.008 0.037 -0.523 0.484
C -3.227 1.718 -1.349 0.127 0.418 0.335
C -5.231 1.422 0.274 0.476 0.655 -0.112
H 3.851 3.138 -0.062 0.475 -0.216 0.314
H 3.404 2.332 1.466 0.338 0.503 -0.218
H 4.698 3.567 1.463 0.254 -0.526 -0.245
H 5.470 0.029 -0.453 -0.394 0.331 0.129
H 4.142 1.072 -1.006 -0.048 -0.172 0.454
H 2.882 0.240 1.221 0.154 -0.271 -0.415
H 4.326 -0.741 1.519 -0.295 0.375 -0.348
H 2.715 -2.308 0.553 0.068 0.540 -0.320
H 4.117 -2.035 -0.464 -0.540 0.160 0.116
H 2.502 -2.097 -2.073 -0.272 0.450 0.341
H 2.837 -0.388 -1.904 -0.656 -0.246 0.227
H 0.332 -1.740 -1.944 0.071 0.299 0.557
H -0.722 0.287 -1.630 0.093 0.285 0.293
H 0.568 -2.538 0.332 -0.151 0.482 -0.159
H 0.470 -0.953 3.333 0.165 0.021 -0.632
H 1.691 -1.973 2.517 -0.418 0.213 -0.192
H -0.070 -2.348 2.391 0.352 0.398 -0.128
H -1.917 -0.585 1.716 0.367 0.254 -0.525
H -1.441 0.476 0.313 0.159 -0.662 0.358
H -4.017 -0.857 0.949 0.169 0.214 -0.392
H -4.641 -0.909 -1.556 0.565 -0.167 0.025
H -2.899 -1.099 -1.946 -0.238 -0.243 0.403
H -3.799 -2.313 -0.907 0.465 0.470 -0.329
H -3.155 1.591 0.802 -0.429 -0.211 -0.329
H -2.567 2.577 -1.106 -0.423 -0.348 -0.324
H -4.056 2.092 -1.981 0.406 -0.254 0.324
H -2.621 1.033 -1.968 -0.378 0.176 0.301
H -5.610 0.942 1.195 0.215 0.009 -0.513
H -5.294 2.517 0.452 -0.159 -0.544 -0.210
H -5.878 1.190 -0.590 0.199 -0.079 0.418
```
Positions in Å, forces in eV/Å.

As for the structure (SMILES): COCCCC[C@H](NI)[C@@H](OC)OC[C@H](C)C(C)C. Its lowest unoccupied orbital energy is 0.31 eV. Its highest occupied orbital energy is -8.470 eV. Its HOMO-LUMO gap is 8.776 eV.

***

What did the third record say?
ORCA calculation (wB97M-V/def2-TZVPD) on the molecule C14H30INO3 at a distorted geometry.

Structure (XYZ):
```
49
Properties=species:S:1:pos:R:3:forces:R:3
C 4.269 2.733 0.888 -1.144 -0.222 0.342
O 5.183 1.673 0.688 -0.128 0.370 -0.254
C 4.609 0.637 -0.102 0.448 -0.781 -0.034
C 3.688 -0.313 0.714 0.192 -0.361 0.202
C 3.181 -1.549 -0.105 0.761 0.573 -0.374
C 2.341 -1.236 -1.390 0.370 -0.414 0.504
C 0.798 -1.042 -1.212 -0.237 0.189 -0.238
N 0.290 0.272 -1.675 0.893 -0.777 -0.285
I 1.172 1.892 -0.810 -0.568 0.117 -0.039
C 0.220 -1.496 0.160 0.180 -0.656 -0.709
O 0.587 -0.694 1.256 0.080 -1.042 -0.089
C 0.680 -1.531 2.413 -0.157 -0.055 0.881
O -1.207 -1.610 0.033 0.452 0.639 0.494
C -1.884 -0.497 0.610 -1.568 0.288 -0.136
C -3.393 -0.430 0.142 0.694 0.048 -0.593
C -3.657 -1.245 -1.161 -1.022 0.291 0.638
C -3.738 1.099 -0.008 0.037 -0.523 0.484
C -3.227 1.718 -1.349 0.127 0.418 0.335
C -5.231 1.422 0.274 0.476 0.655 -0.112
H 3.851 3.138 -0.062 0.475 -0.216 0.314
H 3.404 2.332 1.466 0.338 0.503 -0.218
H 4.698 3.567 1.463 0.254 -0.526 -0.245
H 5.470 0.029 -0.453 -0.394 0.331 0.129
H 4.142 1.072 -1.006 -0.048 -0.172 0.454
H 2.882 0.240 1.221 0.154 -0.271 -0.415
H 4.326 -0.741 1.519 -0.295 0.375 -0.348
H 2.715 -2.308 0.553 0.068 0.540 -0.320
H 4.117 -2.035 -0.464 -0.540 0.160 0.116
H 2.502 -2.097 -2.073 -0.272 0.450 0.341
H 2.837 -0.388 -1.904 -0.656 -0.246 0.227
H 0.332 -1.740 -1.944 0.071 0.299 0.557
H -0.722 0.287 -1.630 0.093 0.285 0.293
H 0.568 -2.538 0.332 -0.151 0.482 -0.159
H 0.470 -0.953 3.333 0.165 0.021 -0.632
H 1.691 -1.973 2.517 -0.418 0.213 -0.192
H -0.070 -2.348 2.391 0.352 0.398 -0.128
H -1.917 -0.585 1.716 0.367 0.254 -0.525
H -1.441 0.476 0.313 0.159 -0.662 0.358
H -4.017 -0.857 0.949 0.169 0.214 -0.392
H -4.641 -0.909 -1.556 0.565 -0.167 0.025
H -2.899 -1.099 -1.946 -0.238 -0.243 0.403
H -3.799 -2.313 -0.907 0.465 0.470 -0.329
H -3.155 1.591 0.802 -0.429 -0.211 -0.329
H -2.567 2.577 -1.106 -0.423 -0.348 -0.324
H -4.056 2.092 -1.981 0.406 -0.254 0.324
H -2.621 1.033 -1.968 -0.378 0.176 0.301
H -5.610 0.942 1.195 0.215 0.009 -0.513
H -5.294 2.517 0.452 -0.159 -0.544 -0.210
H -5.878 1.190 -0.590 0.199 -0.079 0.418
```
Positions in Å, forces in eV/Å.

As for the structure (SMILES): COCCCC[C@H](NI)[C@@H](OC)OC[C@H](C)C(C)C. Its lowest unoccupied orbital energy is 0.31 eV. Its highest occupied orbital energy is -8.470 eV. Its HOMO-LUMO gap is 8.776 eV.